[1]
This record from the Open Molecules 2025 dataset describes a structure of composition C14H33CoF2NOSi3. The level of theory is ωB97M-V/def2-TZVPD.

Calculated values
**ΔE to the lowest compared entry with this formula, charge and spin**: 2.3 kJ/mol
**Total charge**: +1
**E**: -3134.06821 Ha

Element x y z (Å)
Co  0.599008  0.578873  -0.418234
C  2.896501  0.632167  1.479125
O  1.665510  0.046125  1.039675
Si  0.350278  -0.653350  1.967373
C  0.823480  -2.394242  2.397409
C  0.225336  0.373040  3.513647
C  -0.809080  -0.264702  0.605474
Si  -0.944043  -1.372966  -0.896954
C  0.680374  -2.292797  -1.199059
C  -2.315716  -2.624389  -1.001541
C  -0.970467  0.003650  -2.215661
Si  -2.514195  0.368915  1.152549
C  -3.665767  0.718839  -0.288928
C  -3.238457  -1.001616  2.208559
C  -2.550286  1.965826  2.141114
H  3.506568  -0.144102  1.938958
H  2.704958  1.430442  2.195233
H  3.412295  1.039610  0.614194
H  1.574201  -2.406879  3.190268
H  1.223359  -2.933085  1.538352
H  -0.045202  -2.947005  2.766349
H  1.084684  0.182546  4.161574
H  -0.669529  0.128844  4.090678
H  0.197553  1.441902  3.298155
H  0.667241  -3.247160  -0.667480
H  1.594634  -1.775435  -0.889565
H  0.778614  -2.513903  -2.265060
H  -2.212133  -3.321109  -0.166105
H  -2.244669  -3.203617  -1.924642
H  -3.311286  -2.187059  -0.952836
H  -0.514913  0.976787  -1.928950
H  -1.998072  0.280686  -2.445917
H  -0.466603  -0.301975  -3.133275
H  -3.888185  -0.137805  -0.923817
H  -3.287815  1.527681  -0.918742
H  -4.615542  1.059293  0.132333
H  -3.354377  -1.921013  1.632435
H  -4.225339  -0.723294  2.585573
H  -2.615678  -1.232383  3.077874
H  -2.131745  2.821179  1.607393
H  -2.102282  1.908521  3.131675
H  -3.610333  2.196400  2.285381
C  4.318095  0.416177  -4.255263
C  3.578570  1.655576  -3.740926
C  2.672696  1.334004  -2.645216
N  1.964509  1.070425  -1.786386
H  4.978145  0.710509  -5.067856
H  3.619451  -0.328395  -4.632253
H  4.920494  -0.034772  -3.469012
H  2.979778  2.119880  -4.526230
H  4.272384  2.412846  -3.372270
F  -0.587466  2.885994  -0.646345
C  0.276438  2.301851  0.224664
F  1.443926  2.997399  0.169551
H  -0.119899  2.377068  1.232959

Forces on the atoms, in the same order (eV/Å):
Co -0.1 0.1 -0.4
C 0.0 0.0 0.1
O 0.0 0.0 0.0
Si 0.3 0.2 0.1
C -0.1 0.0 -0.1
C 0.0 0.0 0.0
C -0.5 -0.4 0.4
Si 0.1 -0.2 0.2
C 0.0 0.0 0.0
C -0.1 0.1 0.0
C 0.1 -0.2 0.0
Si 0.0 0.1 -0.1
C 0.0 0.0 0.0
C 0.0 0.0 0.0
C 0.0 0.0 0.0
H 0.0 0.0 0.0
H 0.0 0.0 0.0
H 0.0 0.0 0.0
H 0.0 0.0 0.0
H 0.0 0.0 0.0
H 0.0 0.0 0.0
H 0.0 0.0 0.0
H 0.0 0.0 0.0
H 0.0 0.0 0.0
H 0.0 0.0 0.0
H 0.0 0.0 0.0
H 0.0 0.0 0.0
H 0.0 0.0 0.0
H 0.0 0.0 0.0
H 0.0 0.0 0.0
H -0.1 0.2 -0.1
H 0.0 0.1 0.1
H 0.0 0.1 0.0
H 0.0 0.0 0.0
H 0.0 0.0 0.0
H 0.0 0.0 0.0
H 0.0 0.0 0.0
H 0.0 0.0 0.0
H 0.0 0.0 0.0
H 0.0 0.0 0.0
H 0.1 0.0 0.0
H 0.0 0.0 0.0
C 0.0 0.0 0.0
C 0.0 0.0 0.0
C 0.0 0.0 0.0
N 0.2 0.0 0.1
H 0.0 0.0 0.0
H 0.0 0.0 0.0
H 0.0 0.0 0.0
H 0.0 0.0 0.0
H 0.0 0.0 0.0
F -0.1 0.1 0.0
C 0.0 0.0 -0.2
F 0.1 0.0 0.0
H 0.0 0.0 0.1

[2]
This record from the Open Molecules 2025 dataset describes a cluster of 3 separate species, C14H33F3NO15P3S in total. The level of theory is ωB97M-V/def2-TZVPD.

Calculated values
**ΔE to the lowest compared entry with this formula, charge and spin**: 421.6 kJ/mol
**Structure (SMILES)**: N=P(O)(O)OC(=O)OS(=O)(=O)C(F)(F)F.CCOP(=O)(OCC)OCC.CCOP(=O)(OCC)OCC
**E**: -3458.44247 Ha

Element x y z (Å)
N  0.269262  4.851989  8.321884
P  1.023750  3.487729  8.432509
O  1.309560  3.217278  10.017150
O  2.458004  3.634670  7.686962
O  0.028137  2.302608  7.775585
C  0.570750  1.612736  6.718673
O  0.848384  2.168723  5.735483
O  0.737651  0.210936  6.723714
S  1.667961  -0.335551  7.954886
O  1.323060  -1.708867  8.145051
O  1.507923  0.348270  9.212260
C  3.492291  -0.375274  7.475688
F  3.615392  -0.237605  6.151164
F  3.957444  -1.588522  7.768472
F  4.152646  0.540816  8.168868
H  -0.619994  4.666320  7.849092
H  1.820928  2.382125  10.077524
H  2.596340  4.572577  7.456843
C  -1.693319  -0.198850  -1.451626
C  -2.815668  0.700579  -0.968253
O  -2.356698  1.641333  0.000123
P  -1.422341  2.899390  -0.519484
O  -2.477012  3.734316  -1.201820
O  -1.374323  3.784829  0.873895
C  -1.812528  5.138001  0.938004
C  -3.212818  5.201366  1.513275
O  -0.043091  2.086402  -0.033300
C  0.738881  2.392329  1.122570
C  0.167437  1.733660  2.358892
H  -0.948263  0.372770  -2.012583
H  -2.080730  -0.983436  -2.103969
H  -1.177625  -0.661580  -0.609044
H  -3.282436  1.225051  -1.807739
H  -3.586518  0.097573  -0.485777
H  -1.749390  5.628668  -0.033074
H  -1.124213  5.666606  1.604188
H  -3.915359  4.615902  0.918236
H  -3.568407  6.232675  1.559528
H  -3.226367  4.781221  2.521387
H  0.875362  3.465618  1.245886
H  1.736051  1.982319  0.937626
H  -0.847092  2.071037  2.572035
H  0.791373  1.947648  3.227658
H  0.115654  0.650858  2.222494
C  3.484223  -3.147253  -5.050584
C  2.386639  -2.126752  -5.290462
O  1.221335  -2.729302  -5.846663
P  0.284935  -3.669445  -4.862712
O  -0.362968  -2.593827  -4.027281
O  -0.994274  -3.891193  -5.882776
C  -2.325677  -3.525247  -5.533574
C  -2.675936  -2.190052  -6.158610
O  1.002946  -5.047916  -5.481559
C  0.401679  -5.955134  -6.407530
C  0.577166  -5.476626  -7.832419
H  3.193148  -3.859770  -4.273225
H  4.405129  -2.654668  -4.732962
H  3.683309  -3.721305  -5.956486
H  2.132033  -1.604170  -4.363200
H  2.731529  -1.379608  -6.006728
H  -2.472039  -3.519476  -4.453527
H  -2.986716  -4.297661  -5.937464
H  -1.985019  -1.407344  -5.841257
H  -3.691143  -1.889575  -5.891603
H  -2.604343  -2.251859  -7.246621
H  -0.639170  -6.155877  -6.158594
H  0.927420  -6.907115  -6.291367
H  0.109377  -4.506439  -7.999314
H  0.142631  -6.194723  -8.530477
H  1.637630  -5.358424  -8.065183

Forces on the atoms, in the same order (eV/Å):
N -0.1 -1.5 -0.3
P -1.5 4.8 1.2
O 0.5 -1.6 -2.5
O -0.4 -1.7 0.8
O 2.2 -2.0 0.5
C -0.6 0.8 -0.3
O 0.5 0.6 -1.8
O 0.9 0.7 2.3
S -1.9 -3.4 3.1
O 0.3 0.2 -1.8
O 0.7 1.9 -1.4
C 0.5 -0.5 -1.0
F 0.0 0.6 0.7
F -0.4 0.8 0.3
F -0.3 -0.2 -0.6
H 0.2 0.6 0.2
H -0.2 0.2 0.5
H -0.5 -0.4 0.0
C 0.0 0.0 0.0
C -0.1 -0.3 -0.1
O 0.5 0.0 -0.9
P -3.5 -0.1 7.5
O 2.7 -0.7 -3.0
O 0.8 0.0 -0.6
C -0.3 0.2 0.3
C -0.2 -0.1 0.0
O -0.5 0.8 -3.0
C 0.9 0.3 0.3
C -0.4 -0.2 0.0
H 0.0 -0.1 0.0
H 0.0 0.0 0.0
H -0.1 0.0 0.0
H 0.0 0.0 0.0
H 0.0 0.1 0.1
H -0.1 -0.2 0.0
H 0.1 -0.2 0.0
H 0.1 0.1 -0.1
H 0.0 0.0 0.0
H 0.1 0.1 0.0
H -0.2 0.0 0.0
H -0.1 -0.1 -0.2
H 0.1 0.1 -0.1
H 0.1 0.0 -0.1
H 0.1 0.0 0.0
C 0.0 -0.1 0.1
C 0.3 0.1 0.0
O 0.4 -0.4 0.9
P -2.7 2.7 -7.4
O 1.9 -2.3 2.9
O 0.2 -0.8 0.6
C -0.3 0.3 -0.2
C 0.1 0.2 -0.1
O 0.2 0.7 3.0
C -0.3 -0.9 -0.2
C 0.1 0.4 -0.1
H 0.0 0.0 0.0
H 0.0 0.0 0.0
H 0.0 0.1 0.0
H 0.0 0.0 0.0
H -0.2 0.0 -0.1
H 0.1 0.1 0.0
H 0.1 -0.1 -0.1
H 0.0 -0.1 0.1
H 0.0 0.0 0.0
H -0.1 -0.1 0.0
H 0.0 0.2 0.0
H 0.1 0.2 0.2
H -0.1 -0.1 0.1
H 0.0 -0.1 0.1
H 0.0 -0.1 0.0

[3]
This record from the Open Molecules 2025 dataset describes a structure of composition C14H33N2OS4SiTi. The level of theory is ωB97M-V/def2-TZVPD.

Calculated values
**ΔE to the lowest compared entry with this formula, charge and spin**: 0.0 kJ/mol
**Total charge**: +1
**E**: -3469.60517 Ha

Element x y z (Å)
Ti  0.283933  -0.116047  0.086645
C  3.631908  -0.014657  1.426608
C  3.598934  0.471750  -0.007296
S  2.325990  -0.391793  -0.976666
C  2.401176  -3.831861  0.292307
C  2.504242  -3.959181  1.605259
S  -0.686168  -1.906518  1.196915
C  -1.803014  -1.339625  2.516991
C  -1.190716  -0.240859  3.364834
S  -0.931665  1.181171  2.269799
C  0.419897  2.093642  3.084091
C  1.773197  1.900056  2.411514
S  2.000802  0.116987  2.173584
H  4.365796  0.508864  2.041225
H  3.846621  -1.084289  1.460111
H  4.558543  0.288062  -0.492848
H  3.425061  1.550109  -0.044834
H  3.272520  -3.850683  -0.350231
H  1.442492  -3.716281  -0.199432
H  3.466883  -4.099729  2.080992
H  1.629611  -3.943030  2.243659
H  -2.023375  -2.206066  3.140435
H  -2.748029  -1.010205  2.081192
H  -0.228472  -0.555600  3.767209
H  -1.854941  0.039618  4.183432
H  0.442689  1.758338  4.120513
H  0.149185  3.148720  3.089855
H  2.565296  2.300254  3.046123
H  1.799589  2.420119  1.452424
C  1.527878  3.117957  -2.299802
N  0.113317  3.342389  -2.023704
C  -0.577207  2.645800  -1.120771
N  -1.882397  2.900998  -0.951278
O  0.000075  1.772184  -0.411569
H  2.148471  3.827399  -1.751781
H  1.699315  3.240805  -3.366795
H  1.787134  2.098391  -2.019138
H  -0.360154  4.078228  -2.522500
H  -2.389123  3.530169  -1.549500
H  -2.402227  2.320098  -0.314422
C  -2.721216  -0.561331  -3.648876
Si  -2.227962  -1.121927  -1.922437
C  -2.560994  -2.956391  -1.752838
C  -3.295965  -0.145956  -0.687515
C  -0.382904  -0.755548  -1.729569
H  -3.770443  -0.778450  -3.855674
H  -2.122883  -1.065615  -4.408581
H  -2.577550  0.514190  -3.777530
H  -3.635070  -3.147152  -1.777860
H  -2.165331  -3.372301  -0.826376
H  -2.112267  -3.496477  -2.588468
H  -4.110519  -0.765411  -0.309011
H  -3.754006  0.720025  -1.169225
H  -2.740652  0.193769  0.192707
H  -0.071505  0.020121  -2.439169
H  0.146223  -1.667249  -2.032723

Forces on the atoms, in the same order (eV/Å):
Ti 0.0 0.5 0.5
C 0.0 0.0 -0.1
C 0.0 0.0 0.1
S 0.2 -0.1 -0.1
C 0.0 0.0 0.0
C 0.0 0.0 0.0
S 0.0 -0.4 0.0
C 0.0 0.1 0.1
C 0.0 0.0 0.0
S 0.0 -0.2 0.0
C 0.0 0.1 0.1
C 0.0 0.0 -0.1
S 0.0 0.0 0.0
H 0.0 0.0 0.0
H 0.0 0.0 0.0
H 0.0 0.0 0.0
H 0.0 0.0 0.0
H 0.0 0.0 0.0
H 0.0 0.0 0.0
H 0.0 0.0 0.0
H 0.0 0.0 0.0
H 0.0 0.0 0.0
H 0.0 0.0 0.0
H 0.0 0.0 0.0
H 0.0 0.1 0.0
H 0.0 0.0 0.0
H 0.0 0.0 0.0
H 0.0 0.0 0.0
H 0.0 0.0 0.0
C 0.0 0.0 0.0
N -0.1 -0.1 0.1
C 0.1 0.2 -0.2
N 0.1 -0.1 0.0
O -0.1 0.2 0.0
H 0.0 0.0 0.0
H 0.0 0.0 0.0
H 0.0 0.0 0.0
H 0.0 0.0 0.0
H 0.0 0.0 0.0
H 0.0 0.0 0.0
C 0.0 0.0 0.1
Si -0.1 0.0 0.0
C 0.1 0.1 0.0
C 0.1 0.0 0.0
C -0.1 -0.1 -0.3
H 0.0 0.0 0.0
H 0.0 0.0 0.0
H 0.0 0.0 0.0
H 0.0 0.0 0.0
H 0.0 0.0 0.0
H 0.0 0.0 0.0
H 0.0 0.0 0.0
H 0.0 0.0 0.0
H 0.0 0.0 0.0
H 0.0 0.0 0.0
H -0.1 0.0 0.0

[4]
This record from the Open Molecules 2025 dataset describes a cluster of 5 separate species, C14H33N4O5 in total. The level of theory is ωB97M-V/def2-TZVPD.

Calculated values
**ΔE to the lowest compared entry with this formula, charge and spin**: 308.3 kJ/mol
**Total charge**: -1
**E**: -1148.31376 Ha

Element x y z (Å)
C  -2.155644  -1.070907  1.692434
C  -1.535893  0.387164  1.805952
O  -2.184430  1.525981  1.326368
H  -2.389508  -1.496941  0.716779
H  -3.105967  -1.027251  2.224502
H  -1.363782  -1.729928  2.048446
H  -0.537849  0.465354  1.374784
H  -1.480520  0.549407  2.882388
C  1.307434  6.178727  2.043669
O  2.294655  5.593135  1.610336
N  0.940019  7.440451  1.844590
C  -0.394320  7.885918  2.092397
C  1.955338  8.397658  1.368786
H  0.607285  5.576125  2.642714
H  -1.027682  8.191478  1.259590
H  -0.390078  8.588216  2.925971
H  -0.913170  7.033630  2.531129
H  1.425120  9.177915  0.822751
H  2.419309  8.725867  2.298899
H  2.633588  8.032368  0.597652
C  4.956539  0.959748  -0.538555
O  5.678793  0.218254  0.089655
N  5.502375  1.371365  -1.726365
C  6.718350  0.747583  -2.259947
C  4.810912  2.374316  -2.495077
H  3.985439  1.428588  -0.316401
H  6.482024  0.230819  -3.190118
H  7.404102  0.207487  -1.607147
H  7.319916  1.553053  -2.681182
H  5.361509  3.281584  -2.743720
H  4.518831  1.952159  -3.456618
H  3.845048  2.698399  -2.107552
C  0.546364  -5.283456  -0.024937
O  0.119349  -5.956225  0.940138
N  1.432599  -4.367533  -0.011233
C  1.970916  -3.633349  -1.162607
C  2.115703  -3.920944  1.164391
H  0.060040  -5.283491  -1.012712
H  3.024823  -3.810605  -1.376989
H  1.665055  -2.610977  -0.940556
H  1.356217  -3.888906  -2.025695
H  1.833071  -4.329805  2.134470
H  3.187923  -4.104243  1.094719
H  1.915682  -2.853356  1.073017
C  -6.559537  -3.188918  -1.520407
O  -6.839036  -2.181873  -0.737107
N  -6.609406  -4.492653  -1.098322
C  -6.896032  -5.591394  -2.070232
C  -6.847700  -4.749024  0.317854
H  -6.250647  -3.199421  -2.577138
H  -7.935308  -5.918388  -2.037329
H  -6.215522  -6.442838  -2.062714
H  -6.909782  -5.146241  -3.065094
H  -7.926115  -4.882661  0.403012
H  -6.364219  -5.695798  0.558614
H  -6.562182  -3.915622  0.959749

Forces on the atoms, in the same order (eV/Å):
C 0.5 1.2 -0.6
C -1.4 2.0 -0.9
O -0.4 -1.4 -0.2
H 0.0 0.6 -0.6
H 0.2 -0.5 0.5
H -0.3 -0.4 0.8
H 0.9 -1.0 0.0
H 0.6 -0.5 0.9
C 0.3 -2.7 -0.2
O 0.0 1.2 0.3
N 0.9 0.9 -1.6
C -0.5 -0.8 1.7
C -1.2 -0.1 -0.1
H -0.4 0.3 0.0
H 0.6 0.3 -0.3
H -0.2 0.7 -0.3
H -0.2 -0.2 -0.1
H 0.0 0.4 0.5
H 0.6 0.6 -0.6
H 0.2 -0.7 0.6
C 2.7 0.1 -1.4
O -1.3 -0.9 1.9
N -1.0 0.6 0.4
C 0.0 1.5 -1.2
C -0.4 -0.2 -1.5
H 0.1 -0.4 0.4
H -0.2 -0.8 0.2
H -0.9 -0.1 0.3
H 0.2 0.4 0.2
H 0.5 0.0 0.4
H 0.1 -0.1 -0.4
H 0.2 -0.2 0.7
C -3.8 -2.7 0.9
O 1.0 0.9 -1.6
N 3.8 1.5 0.1
C -2.3 -0.3 -0.1
C 0.4 0.7 0.7
H -0.2 -0.7 -0.2
H -0.1 0.1 0.4
H 0.9 0.4 -0.3
H 0.2 -0.2 -0.2
H -0.7 -0.1 -0.5
H 0.1 0.1 -0.3
H 0.5 0.3 1.1
C -1.4 2.4 3.5
O 1.5 -4.3 -3.8
N 0.2 0.0 -0.4
C -0.2 1.5 -0.1
C -0.8 -0.5 -0.7
H -0.2 0.9 0.1
H -0.1 -0.3 0.8
H 0.1 0.2 0.4
H 0.6 0.1 -0.1
H -0.2 -0.1 0.5
H 0.1 0.2 0.3
H 0.3 -0.2 -0.4